# 1
Computed, not measured: 12 unconnected molecules or ions with the total composition C72H180N12O24, with ωB97M-V/def2-TZVPD.

Geometry as XYZ:
```
288
Properties=species:S:1:pos:R:3:forces:R:3
C -8.2397 -14.4550 5.8920 -0.271 -0.267 -2.123
O -8.6200 -13.2931 5.1737 0.422 1.409 -0.874
C -8.3250 -13.1636 3.7583 -1.077 0.616 -0.488
C -8.3977 -11.6632 3.2869 0.032 -1.900 1.824
N -7.1794 -10.9961 3.6598 0.408 0.745 -0.562
C -6.2054 -11.1566 2.5690 0.253 1.535 0.702
C -4.9342 -10.3765 2.9457 0.624 -1.235 0.219
O -4.1424 -11.2264 3.7906 -0.465 -0.833 0.525
C -2.9882 -10.6157 4.3461 -0.969 0.747 -0.956
H -8.5495 -14.3044 6.9262 0.481 -0.158 -0.144
H -7.2103 -14.7248 5.6563 0.555 0.433 0.889
H -8.7391 -15.3043 5.4257 -0.668 -0.340 0.423
H -9.1237 -13.6066 3.1634 -0.021 -0.892 0.162
H -7.3529 -13.5305 3.4288 0.121 -0.515 0.490
H -9.3075 -11.3225 3.7812 0.100 0.714 0.009
H -8.5179 -11.5858 2.2064 -0.174 -0.250 0.057
H -6.7868 -11.3875 4.5041 -0.132 -0.079 0.233
H -6.6573 -10.6304 1.7282 0.124 -0.216 -0.328
H -6.0239 -12.2026 2.3218 0.343 -0.059 -0.197
H -5.2599 -9.4636 3.4444 0.097 0.114 0.270
H -4.2743 -10.1067 2.1212 -0.309 0.086 -0.530
H -3.3793 -9.7409 4.8654 0.664 0.302 0.376
H -2.3656 -10.3157 3.5032 0.410 0.332 0.083
H -2.3951 -11.2540 5.0010 -0.548 -0.280 -0.057
C -8.2873 -3.6221 11.1057 0.492 0.675 -0.460
O -8.3332 -4.5032 10.0049 -0.215 -0.613 0.834
C -7.1324 -5.2095 9.7634 -0.367 -0.867 -1.847
C -7.5294 -6.5141 9.0412 0.506 -1.014 1.994
N -8.1367 -7.4254 10.0287 -0.290 0.119 -0.038
C -8.7728 -8.6022 9.4209 -0.121 1.212 0.220
C -9.6052 -9.2857 10.4610 -1.560 -0.698 0.034
O -10.9378 -8.6432 10.5754 2.462 -0.124 0.105
C -11.6595 -9.2058 11.6397 -0.670 0.244 -0.144
H -7.5395 -2.8800 10.8260 0.010 0.539 0.477
H -8.0061 -4.0461 12.0697 0.149 -0.563 -0.090
H -9.2547 -3.1430 11.2562 -0.014 -0.091 -0.368
H -6.4911 -5.4385 10.6146 -0.508 -0.008 0.504
H -6.4857 -4.6939 9.0534 0.013 0.660 -0.055
H -6.6132 -7.0617 8.8200 0.210 0.380 -0.868
H -8.1943 -6.4053 8.1844 0.231 0.501 -0.286
H -8.8867 -6.9129 10.4704 -0.213 0.162 0.239
H -8.0173 -9.2254 8.9425 -0.043 -0.239 0.234
H -9.4692 -8.2627 8.6542 -0.153 -0.187 -0.491
H -9.1111 -9.3321 11.4315 0.046 0.448 0.147
H -9.8192 -10.3253 10.2131 0.141 -0.214 -0.337
H -12.3392 -9.9463 11.2183 -0.224 -0.205 0.277
H -12.2224 -8.3966 12.1050 -0.220 -0.099 0.014
H -11.0652 -9.6712 12.4260 0.325 -0.016 -0.108
C -7.8614 -6.6129 -1.9444 0.698 0.173 -1.073
O -6.7508 -6.9356 -2.8297 -0.958 0.106 -0.086
C -6.8311 -6.3673 -4.1550 0.536 0.120 -0.173
C -6.0183 -7.1971 -5.1923 -0.649 0.139 2.348
N -4.6282 -7.1137 -4.8465 1.194 0.011 -1.464
C -3.7763 -7.9715 -5.6881 0.619 0.934 1.123
C -2.3060 -7.7623 -5.2774 -0.504 -1.022 0.160
O -2.1162 -8.1821 -3.9245 -0.329 0.653 0.020
C -0.7685 -8.2817 -3.5099 -0.492 -1.060 0.349
H -8.0302 -5.5440 -1.8138 0.375 0.342 -0.219
H -7.6375 -6.9973 -0.9493 -0.048 -0.378 -0.306
H -8.7864 -6.9882 -2.3821 -0.082 -0.406 0.264
H -6.4043 -5.3671 -4.0811 0.193 0.186 -0.187
H -7.8306 -6.2177 -4.5634 -0.485 -0.410 0.469
H -6.2466 -6.8522 -6.2008 0.264 0.179 -0.014
H -6.3523 -8.2297 -5.0903 -0.431 -0.357 -0.246
H -4.4108 -7.2601 -3.8711 -0.392 -0.180 0.073
H -3.8703 -7.6714 -6.7318 -0.061 0.108 -0.080
H -4.0235 -9.0316 -5.6323 -0.127 -0.296 0.142
H -2.0481 -6.7136 -5.4244 0.249 0.057 0.038
H -1.6981 -8.4456 -5.8703 0.284 0.289 -0.505
H -0.7883 -8.7824 -2.5419 -0.146 0.344 0.259
H -0.2238 -7.3434 -3.4059 -0.088 0.151 -0.331
H -0.2521 -9.0250 -4.1174 0.383 0.327 -0.547
C -10.7563 1.0083 -7.7899 0.367 0.057 -0.184
O -10.0772 0.6836 -6.5961 -0.687 -0.282 0.038
C -8.7109 1.0094 -6.6413 0.258 0.191 0.453
C -8.0731 0.6678 -5.2984 -0.118 0.344 -0.307
N -8.4571 1.6634 -4.2989 1.083 -0.584 -1.166
C -8.0185 1.1778 -2.9889 -1.563 0.924 -1.098
C -9.1821 1.4977 -2.0984 -0.243 -0.257 1.233
O -10.4125 0.9349 -2.5499 0.082 -0.368 -0.460
C -11.4669 1.2031 -1.6520 0.132 -0.192 0.378
H -10.7243 2.0755 -8.0093 -0.240 0.357 0.332
H -11.7838 0.6475 -7.7451 0.133 0.089 0.191
H -10.2670 0.5743 -8.6619 0.107 -0.490 -0.099
H -8.6254 2.0912 -6.7439 0.238 0.260 -0.338
H -8.2519 0.5138 -7.4968 0.285 -0.123 -0.039
H -6.9843 0.6291 -5.3305 0.113 0.101 -0.418
H -8.3935 -0.3151 -4.9529 -0.190 -0.414 -0.270
H -9.4608 1.7262 -4.3924 -0.208 -0.065 0.640
H -7.1152 1.7096 -2.6900 -0.043 0.005 0.269
H -7.8015 0.1102 -3.0224 -0.100 -0.205 0.216
H -9.3628 2.5711 -2.0424 0.440 0.262 0.209
H -8.9226 1.0854 -1.1232 -0.334 0.212 0.529
H -12.4053 0.7192 -1.9226 0.339 -0.291 -0.512
H -11.7093 2.2631 -1.5763 0.294 0.296 0.056
H -11.1793 0.8103 -0.6768 -0.144 0.169 0.351
C 9.9357 5.2382 5.0628 0.234 0.322 -0.894
O 8.9969 4.9777 3.9947 0.547 -0.520 0.993
C 8.9254 3.5502 3.6863 0.088 1.194 0.419
C 10.1260 3.0940 2.8503 -1.291 0.404 -0.555
N 10.1341 3.9059 1.6126 1.208 -0.551 0.063
C 11.3498 3.7365 0.7697 -1.182 0.806 -0.670
C 11.2455 4.5857 -0.5708 0.281 -1.410 2.194
O 11.1804 5.9728 -0.2916 0.558 -0.990 0.743
C 10.3585 6.6373 -1.1819 -0.241 0.860 -0.589
H 9.7046 4.7660 6.0177 -0.231 -0.435 -0.161
H 10.0380 6.3014 5.2804 -0.676 0.174 -0.361
H 10.9418 4.9854 4.7282 0.142 -0.470 0.178
H 7.9635 3.4372 3.1862 0.252 -0.057 -0.357
H 8.8444 3.0093 4.6292 0.211 -0.225 0.103
H 9.9362 2.0529 2.5892 0.201 -0.151 -0.048
H 11.0228 3.1406 3.4681 0.362 0.088 -0.104
H 10.1236 4.8693 1.9158 -0.167 0.297 -0.072
H 11.4600 2.6972 0.4601 -0.270 -0.161 -0.027
H 12.2777 3.9675 1.2929 0.169 0.355 0.152
H 10.3751 4.2288 -1.1214 -0.151 0.168 -0.023
H 12.1478 4.2553 -1.0852 0.197 0.631 -0.593
H 9.3214 6.3112 -1.1040 -0.121 -0.285 -0.232
H 10.7641 6.5234 -2.1872 -0.354 -0.032 -0.371
H 10.3513 7.7051 -0.9633 0.229 -0.012 0.209
C -3.3226 -2.4335 1.6368 0.456 -0.191 -0.494
O -2.3835 -1.9508 0.6678 -0.350 0.096 1.179
C -1.6358 -2.9540 0.0214 -0.431 0.326 -1.673
C -0.8267 -2.2796 -1.1046 0.824 -0.378 1.078
N 0.3744 -1.6035 -0.5768 -0.140 0.044 0.033
C 0.0752 -0.3255 0.0762 -0.349 0.336 -0.270
C 1.2979 0.5371 0.3478 0.130 -0.274 0.130
O 1.9101 0.9567 -0.8732 0.653 0.115 0.387
C 3.0796 1.7649 -0.6733 -0.133 -0.234 0.105
H -3.9063 -3.2484 1.2085 -0.115 -0.169 -0.079
H -4.0186 -1.6498 1.9360 0.290 0.211 -0.230
H -2.8188 -2.8091 2.5274 0.135 -0.033 0.104
H -2.3451 -3.6346 -0.4495 -0.249 -0.263 -0.231
H -0.9821 -3.6055 0.6013 0.169 0.462 0.726
H -1.4485 -1.6020 -1.6897 -0.329 0.048 -0.008
H -0.4640 -3.0788 -1.7511 -0.065 -0.026 -0.133
H 1.0161 -1.4556 -1.3426 0.120 0.173 -0.052
H -0.4776 -0.5465 0.9892 0.361 0.128 0.245
H -0.6391 0.2584 -0.5042 -0.151 0.225 -0.406
H 1.9351 -0.0536 1.0060 0.756 -0.230 -0.283
H 1.1029 1.4324 0.9381 -0.656 0.119 0.032
H 3.9871 1.1986 -0.4636 -0.039 -0.573 -0.159
H 3.0114 2.4339 0.1845 -0.549 0.204 0.086
H 3.2750 2.3691 -1.5593 -0.294 -0.154 -0.072
C 10.7681 1.2597 -8.4413 -0.245 -0.154 0.770
O 12.0784 0.7889 -8.3630 1.579 0.458 -0.526
C 12.3740 -0.3037 -7.5146 -0.478 -0.895 -0.226
C 13.8526 -0.7657 -7.5886 0.370 0.264 -0.584
N 14.2314 -1.5465 -8.7714 -0.954 -0.230 -0.373
C 13.8561 -0.9399 -10.0315 1.063 -0.060 -0.612
C 14.6579 -1.6424 -11.1534 -0.574 -0.465 0.613
O 16.0439 -1.4892 -10.9456 0.496 0.939 0.448
C 16.9519 -2.1422 -11.8265 -0.895 0.083 0.490
H 10.0872 0.4914 -8.8077 -0.185 -0.100 -0.092
H 10.7042 2.1465 -9.0719 0.384 -0.243 -0.260
H 10.4358 1.5968 -7.4595 -0.270 -0.109 0.307
H 11.7235 -1.1293 -7.8032 -0.025 -0.476 -0.226
H 12.0532 -0.1021 -6.4926 0.385 0.362 0.343
H 14.1557 -1.4229 -6.7735 -0.569 0.322 0.493
H 14.4938 0.1150 -7.5534 -0.063 0.486 0.288
H 15.2313 -1.6685 -8.8441 0.188 0.016 0.584
H 14.1166 0.1185 -10.0406 -0.149 0.389 -0.122
H 12.7834 -1.0467 -10.1930 0.054 0.017 -0.241
H 14.3444 -1.2788 -12.1320 0.041 0.008 -0.187
H 14.4179 -2.6978 -11.0250 -0.163 -0.367 -0.452
H 16.9497 -3.2081 -11.5988 0.056 -0.229 -0.254
H 17.9486 -1.7448 -11.6343 -0.152 0.074 -0.008
H 16.6629 -1.9614 -12.8618 0.105 -0.090 -0.172
C 13.6642 16.7181 -2.0333 1.217 0.966 0.502
O 12.3226 16.4454 -1.8004 -0.243 -1.068 -1.372
C 11.6460 16.4133 -3.0598 -2.316 -0.232 0.625
C 10.1450 16.3298 -2.7038 0.575 -0.298 0.167
N 9.7717 14.9891 -2.2081 0.326 0.214 -0.572
C 8.4002 14.8856 -1.7617 -0.805 -0.847 0.268
C 7.9996 13.4820 -1.1960 0.794 0.116 -0.430
O 6.6208 13.3934 -1.0130 -1.440 -0.768 0.906
C 6.2041 12.1001 -0.4631 0.685 0.872 -0.983
H 14.1619 16.1915 -2.8477 -0.523 -0.192 -0.444
H 14.3048 16.4903 -1.1814 -0.445 0.023 0.417
H 13.6979 17.7941 -2.2040 0.655 0.193 -0.275
H 11.8718 15.5792 -3.7241 0.556 -0.456 0.412
H 11.7608 17.2920 -3.6945 0.501 0.561 0.424
H 9.5686 16.6487 -3.5722 -0.237 -0.480 -0.115
H 9.9786 17.0957 -1.9462 -0.128 0.235 0.254
H 10.4102 14.7565 -1.4609 0.091 -0.019 0.144
H 7.7462 15.1035 -2.6060 -0.071 -0.029 -0.071
H 8.1511 15.5981 -0.9754 -0.074 0.335 0.194
H 8.5053 13.3063 -0.2465 0.271 0.101 0.319
H 8.2841 12.6517 -1.8423 0.480 0.108 -0.464
H 5.1170 12.0717 -0.3882 0.184 0.323 0.109
H 6.6879 11.8574 0.4831 -0.066 0.410 0.283
H 6.5100 11.3039 -1.1418 0.016 -0.072 -0.299
C -14.0163 -4.2559 5.5682 0.304 -0.753 0.294
O -15.0233 -5.0591 6.2048 0.254 1.024 -1.185
C -14.6936 -5.3496 7.5437 0.209 0.574 -0.710
C -15.8932 -5.9047 8.2093 0.823 -0.463 0.119
N -17.0220 -4.9970 8.3154 0.677 -1.253 0.126
C -18.1004 -5.6281 9.0950 -0.902 0.546 -0.635
C -18.8161 -6.8180 8.4018 -0.546 -0.445 0.780
O -19.9041 -7.3788 9.2168 0.425 0.821 -0.860
C -20.5007 -8.5312 8.6411 0.678 -0.974 0.740
H -13.9921 -3.2261 5.9244 -0.174 0.029 0.242
H -14.0710 -4.2348 4.4798 -0.769 -0.215 0.073
H -13.0513 -4.7243 5.7619 0.307 0.121 0.205
H -14.3340 -4.4588 8.0588 0.121 0.189 0.070
H -13.9317 -6.1291 7.5522 0.402 0.002 0.138
H -15.4444 -6.2046 9.1563 -0.817 -0.263 0.510
H -16.1262 -6.7753 7.5962 -0.205 -0.539 0.307
H -17.2826 -4.9545 7.3405 -0.647 0.669 -0.183
H -18.8138 -4.8073 9.1687 -0.385 -0.283 0.581
H -17.7158 -5.8880 10.0812 -0.110 -0.042 -0.042
H -18.1087 -7.6170 8.1795 0.085 -0.146 -0.011
H -19.2417 -6.4666 7.4618 -0.039 0.057 -0.201
H -19.8020 -9.3627 8.7330 0.469 -0.159 -0.412
H -20.8483 -8.5083 7.6082 0.124 0.704 -0.147
H -21.3164 -8.9184 9.2516 -0.273 0.795 0.209
C 3.9912 -3.4740 -3.2497 -1.034 0.391 0.133
O 4.3668 -2.9851 -1.9852 0.260 0.245 -0.187
C 5.5115 -3.6568 -1.4682 -0.911 0.424 0.073
C 5.6395 -3.2756 0.0196 0.143 -1.042 -1.324
N 4.6730 -3.9885 0.8574 0.331 0.367 -0.978
C 4.8876 -3.6914 2.2557 -1.362 -1.231 0.754
C 3.8939 -4.5620 3.1440 0.931 1.305 0.036
O 4.4148 -4.5697 4.4729 0.832 0.499 -1.400
C 3.6270 -5.2150 5.3796 -0.801 -0.696 1.233
H 4.6830 -3.3756 -4.0863 0.774 0.053 0.326
H 3.1434 -2.8566 -3.5468 -0.245 -0.242 0.021
H 3.6910 -4.5176 -3.1564 -0.101 -0.189 -0.185
H 6.3573 -3.3202 -2.0678 0.458 -0.101 0.209
H 5.3215 -4.7141 -1.6526 0.447 -0.368 0.427
H 5.4449 -2.2031 0.0269 0.541 0.350 0.322
H 6.6525 -3.5650 0.2992 0.066 0.395 0.348
H 3.8181 -3.5549 0.5393 -0.719 -0.356 0.289
H 4.6775 -2.6458 2.4811 0.192 0.253 0.235
H 5.9281 -3.9133 2.4927 -0.101 -0.115 0.241
H 3.6804 -5.5632 2.7697 0.593 -0.238 -0.162
H 2.9249 -4.0628 3.1546 -0.269 0.240 -0.006
H 4.1108 -5.1970 6.3562 0.137 0.115 -0.045
H 3.4479 -6.2645 5.1462 0.063 -0.301 -0.288
H 2.6450 -4.7589 5.5054 -0.274 0.274 -0.091
C 15.9789 13.2847 -11.4526 -0.460 0.791 1.082
O 14.7477 13.7013 -10.7855 0.553 0.332 -1.382
C 13.9500 12.5608 -10.5639 -0.678 -0.036 0.612
C 12.6115 12.8602 -9.8274 1.018 1.054 0.152
N 11.6665 11.7775 -9.7983 -0.224 -0.623 -0.930
C 10.7427 11.8707 -8.7043 -0.472 -1.026 1.271
C 9.6560 10.7737 -8.6933 0.023 1.423 -0.240
O 8.8624 10.9025 -7.5009 0.172 -0.684 -0.802
C 7.8136 9.9204 -7.5395 0.501 0.724 -0.433
H 16.5713 12.7809 -10.6889 0.076 -0.699 -0.300
H 16.6052 14.1302 -11.7371 -0.566 0.452 0.102
H 15.8012 12.7191 -12.3672 -0.167 -0.352 0.236
H 14.5490 11.9689 -9.8718 -0.165 -0.852 -0.048
H 13.7610 12.0204 -11.4914 0.014 -0.138 -0.175
H 12.0766 13.7487 -10.1629 0.243 0.090 -0.681
H 12.9424 13.1719 -8.8367 -0.034 -0.168 0.623
H 12.0995 10.8651 -9.7997 0.249 0.000 0.048
H 10.2022 12.8173 -8.7021 0.290 0.168 -0.004
H 11.2765 11.7295 -7.7645 0.084 0.535 0.502
H 10.0714 9.7728 -8.8103 0.084 -0.200 0.168
H 9.0732 11.0251 -9.5794 -0.544 -0.495 -0.140
H 7.2012 10.0826 -8.4265 -0.217 0.092 -0.119
H 7.1779 10.0305 -6.6609 0.329 -0.137 0.048
H 8.2566 8.9316 -7.6583 -0.110 -0.252 0.414
C -2.7541 8.8240 2.7128 -0.261 0.039 1.054
O -2.1217 7.6758 3.2578 -0.274 -0.737 0.281
C -2.4567 7.3994 4.6248 0.215 0.792 0.948
C -1.8195 6.0930 5.1255 0.047 0.471 -1.230
N -2.0629 5.0647 4.0880 0.371 -0.055 0.547
C -3.4614 4.6836 3.8638 -0.181 -0.659 0.821
C -4.1139 3.9520 5.1067 0.045 0.859 -1.154
O -5.3783 3.5288 4.6932 -1.380 -0.802 -1.043
C -6.2173 2.8388 5.6047 0.238 0.796 0.622
H -3.6603 9.0576 3.2717 -0.617 -0.467 -0.279
H -2.9573 8.6453 1.6569 0.113 0.205 0.147
H -2.2023 9.7413 2.9181 0.720 -0.040 -0.499
H -3.5271 7.3437 4.8229 -0.348 0.187 -0.554
H -2.0708 8.2428 5.1974 -0.049 0.121 0.410
H -2.0904 5.7861 6.1357 -0.704 0.126 -0.163
H -0.7588 6.3139 5.2446 0.306 -0.489 -0.497
H -1.8571 5.6055 3.2601 0.540 -0.385 -0.466
H -3.4938 4.0123 3.0056 0.255 -0.501 0.236
H -4.0315 5.5178 3.4548 -0.631 0.346 0.734
H -4.2716 4.6431 5.9347 0.437 0.129 0.346
H -3.5017 3.0988 5.3988 0.306 0.053 0.140
H -5.8927 1.8353 5.8798 0.403 -0.071 -0.125
H -7.2483 2.7595 5.2600 0.265 0.101 -0.724
H -6.3145 3.4399 6.5088 0.188 -0.027 0.443
```
Positions in Å, forces in eV/Å.

Results
SMILES = COCCNCCOC.COCCNCCOC.COCCNCCOC.COCCNCCOC.COCCNCCOC.COCCNCCOC.COCCNCCOC.COCCNCCOC.COCCNCCOC.COCCNCCOC.COCCNCCOC.COCCNCCOC
molar mass = 1598.3 g/mol
multiplicity = 1
LUMO level = 0.40 eV
energy relative to the best compared isomer or geometry (same formula, charge and spin) = 5.5318 eV
frontier orbital gap = 9.0 eV

Atom charges from the Löwdin analysis, given in e for atoms 1 to 5: atom 1 (C): -0.105, atom 2 (O): -0.208, atom 3 (C): -0.191, atom 4 (C): -0.206, atom 5 (N): -0.074

***

# 2
Computed, not measured: a single C6H9NS molecule, with ωB97M-V/def2-TZVPD.

Geometry as XYZ:
```
17
Properties=species:S:1:pos:R:3:forces:R:3
C -2.9778 -0.1930 -0.5219 -1.019 -0.990 0.995
C -1.6979 -0.1552 0.2242 -0.306 0.308 0.136
C -0.4871 -0.1795 -0.3012 0.030 -0.078 -0.187
C 0.7270 0.0501 0.5308 -0.103 -0.653 0.357
C 1.7632 1.0901 0.0561 0.226 0.823 0.137
C 2.7709 -0.0290 0.0200 0.063 -0.667 -0.672
H -3.5906 -1.0378 -0.1225 0.241 0.582 -0.287
H -2.9181 -0.3304 -1.5780 0.404 -0.049 -0.771
H -3.5509 0.7118 -0.3304 -0.058 0.117 0.037
H -1.8339 -0.0465 1.3003 0.254 0.117 -0.042
H -0.3943 -0.3815 -1.3740 0.276 0.285 0.268
H 0.4284 0.1170 1.5899 0.172 0.224 -0.312
H 1.5630 1.5143 -0.9168 -0.078 0.146 -0.259
H 2.0444 1.8850 0.7459 -0.216 -0.018 0.054
H 2.0045 -1.8401 0.7218 -0.361 -0.067 -0.149
N 1.8104 -0.9275 0.3301 0.626 -0.333 0.413
S 4.3389 -0.2479 -0.3742 -0.153 0.253 0.282
```
Positions in Å, forces in eV/Å.

Results
SMILES = C/C=C/[C@@H]1CC(=S)N1
molar mass = 127.2 g/mol
multiplicity = 1
LUMO level = 0.90 eV
energy relative to the best compared isomer or geometry (same formula, charge and spin) = 1.1507 eV
frontier orbital gap = 9.2 eV

Atom charges from the natural (NBO) analysis, given in e for atoms 1 to 5: atom 1 (C): -0.644, atom 2 (C): -0.143, atom 3 (C): -0.225, atom 4 (C): -0.062, atom 5 (C): -0.472